No. 1
2 unconnected molecules or ions with the total composition C4H7N3O at a distorted geometry. Source: the Open Molecules 2025 dataset; level of theory: ωB97M-V/def2-TZVPD.

CARTESIAN COORDINATES (ANGSTROEM)
O (0.51036, 1.78829, 0.13410)
N (-2.42781, -0.13110, -0.04842)
N (-1.74490, -1.35488, 0.22967)
N (0.49351, -0.41122, -0.38567)
C (1.90985, -0.94399, -0.14753)
C (-1.64997, 0.85052, -0.20052)
C (-0.09238, 0.82077, -0.08257)
C (3.08149, -0.19018, 0.25651)
H (-2.17421, 1.91782, -0.12478)
H (-0.39526, -1.18413, -0.35664)
H (2.77712, 0.80120, 0.60996)
H (4.08266, -0.71194, 0.25208)
H (2.15698, -1.91630, -0.87218)
H (-1.82475, -1.04354, 1.71235)
H (-2.44491, -2.11177, 0.18204)

Calculated total energy (Eh): -395.8986
Energy relative to the best compared isomer or geometry (same formula, charge and spin) (kJ/mol): 655.8
Gap between HOMO and LUMO (Eh): 0.2796
HOMO level (eV): -8.450
Molecular weight (g/mol): 113.1

natural (NBO) atomic charge list, values in e, 5 entries: atom 1 (O): -0.57, atom 2 (N): -0.27, atom 3 (N): -0.63, atom 4 (N): -0.70, atom 5 (C): -0.04

No. 2
3 unconnected molecules or ions with the total composition C4H7N3O at a distorted geometry. Source: the Open Molecules 2025 dataset; level of theory: ωB97M-V/def2-TZVPD.

CARTESIAN COORDINATES (ANGSTROEM)
O (1.16299, -1.63811, -1.02468)
N (-1.16232, -0.08347, -0.84752)
N (3.27411, 0.06805, 2.02377)
N (0.57869, 0.24747, 0.30971)
C (0.79083, -0.65070, -0.53639)
C (0.55576, 1.72104, 0.30721)
C (-1.89710, -1.18846, -0.26585)
C (2.40533, -0.00298, 1.25604)
H (1.40357, 2.11285, -0.24988)
H (-1.46203, -2.17785, -0.44973)
H (0.62462, 2.03191, 1.34521)
H (-2.00751, -1.02964, 0.80702)
H (-2.90153, -1.17551, -0.71157)
H (-0.38870, 2.03702, -0.12709)
H (-0.97669, -0.27161, -1.83624)

Calculated total energy (Eh): -395.8997
Energy relative to the best compared isomer or geometry (same formula, charge and spin) (kJ/mol): 653.0
Gap between HOMO and LUMO (alpha / beta) (Eh): 0.2991 / 0.2986
HOMO level (alpha / beta) (eV): -9.399 / -9.637
Molecular weight (g/mol): 113.1

natural (NBO) atomic charge list, values in e, 5 entries: atom 1 (O): -0.44, atom 2 (N): -0.59, atom 3 (N): -0.46, atom 4 (N): -0.33, atom 5 (C): 0.91

No. 3
C4H7N3O in the gas phase at a distorted geometry. Source: the Open Molecules 2025 dataset; level of theory: ωB97M-V/def2-TZVPD.

CARTESIAN COORDINATES (ANGSTROEM)
O (1.32833, 3.21513, 1.15684)
N (-0.62258, -0.75514, -1.19963)
N (0.23640, 1.52875, 0.07110)
N (0.94846, 0.65684, 0.78158)
C (0.50977, 2.89404, 0.33076)
C (0.26555, -1.48639, -0.22845)
C (0.88244, -0.59431, 0.79644)
C (-1.21605, -1.68915, -0.20549)
H (1.38762, -1.11427, 1.60518)
H (-0.08301, 3.58343, -0.31400)
H (-1.75892, -1.15494, 0.61314)
H (-0.49559, -1.29410, -2.05708)
H (-1.55880, -2.67166, -0.52341)
H (0.83927, -2.31320, -0.54339)
H (-0.66290, 1.19495, -0.28359)

Calculated total energy (Eh): -396.0264
Energy relative to the best compared isomer or geometry (same formula, charge and spin) (kJ/mol): 320.3
Gap between HOMO and LUMO (Eh): 0.3404
HOMO level (eV): -8.553
Molecular weight (g/mol): 113.1
Structure (SMILES): O=CN/N=C\[C@H]1CN1

natural (NBO) atomic charge list, values in e, 5 entries: atom 1 (O): -0.54, atom 2 (N): -0.60, atom 3 (N): -0.47, atom 4 (N): -0.22, atom 5 (C): 0.52

No. 4
C4H7N3O in the gas phase at a distorted geometry. Source: the Open Molecules 2025 dataset; level of theory: ωB97M-V/def2-TZVPD.

CARTESIAN COORDINATES (ANGSTROEM)
O (1.50394, 1.70890, 0.12754)
N (2.29054, -1.08687, 0.28375)
N (0.58785, 0.75930, -0.36445)
N (0.00077, -1.38914, 0.08898)
C (-0.71141, 0.73921, 0.43355)
C (-1.12242, -0.59580, -0.44630)
C (-2.14274, 0.23748, 0.19182)
C (1.11158, -0.60152, 0.02715)
H (0.34362, -2.36470, -0.11787)
H (2.86070, -0.26310, -0.19716)
H (-0.92802, -0.32985, -1.38122)
H (-2.87326, 0.83146, -0.49553)
H (-2.51963, 0.00817, 1.17278)
H (2.04306, 1.92718, -0.74633)
H (-0.44458, 0.41929, 1.42329)

Calculated total energy (Eh): -395.8801
Energy relative to the best compared isomer or geometry (same formula, charge and spin) (kJ/mol): 704.5
Gap between HOMO and LUMO (Eh): 0.3507
HOMO level (eV): -8.757
Molecular weight (g/mol): 113.1
Structure (SMILES): [H]/N=C1/N[C@H]2C[C@@H]2N1O

natural (NBO) atomic charge list, values in e, 5 entries: atom 1 (O): -0.56, atom 2 (N): -0.71, atom 3 (N): -0.19, atom 4 (N): -0.64, atom 5 (C): -0.10